No. 1
Density functional theory data (ωB97M-V/def2-TZVPD) for a molecular structure, C37H41MnN3S.

Output
HOMO-LUMO gap   5.87 eV
HOMO   -3.3 eV
2S+1   1
M   614.8 Da
Total charge   -1

```
83
Properties=species:S:1:pos:R:3:mulliken_charge:R:1
Mn 0.564 -0.697 -0.126 0.633
S 4.825 -2.209 0.391 -0.399
C 4.768 -0.741 1.275 -0.794
C 3.543 -0.147 1.192 -0.384
C 2.565 -0.853 0.408 0.283
C 3.160 -1.988 -0.083 -0.005
C 2.429 -2.889 -0.937 1.256
C 2.897 -4.127 -1.396 -1.174
C 2.110 -4.880 -2.238 -0.534
C 0.859 -4.396 -2.604 -0.896
C 0.453 -3.177 -2.091 -0.037
N 1.209 -2.432 -1.282 0.342
H 5.644 -0.397 1.806 0.466
H 3.339 0.788 1.707 0.212
H 3.872 -4.478 -1.078 0.404
H 2.460 -5.838 -2.605 0.396
H 0.202 -4.948 -3.264 0.486
H -0.526 -2.777 -2.326 0.035
C -4.439 -2.559 -3.125 -0.571
C -4.547 -2.552 -1.742 -0.716
C -3.629 -1.871 -0.954 0.111
C -2.530 -1.187 -1.503 -1.203
C -2.466 -1.188 -2.911 -0.612
C -3.390 -1.851 -3.701 -0.620
C -1.564 -0.408 -0.733 0.535
C -1.197 -0.468 0.668 -0.823
C -0.751 -1.771 1.178 2.137
C 0.440 -1.806 1.939 -0.320
C 1.097 -3.020 2.234 -0.926
C 0.621 -4.211 1.769 -0.832
C -0.568 -4.207 1.011 -0.920
C -1.221 -3.041 0.727 -1.056
H -5.158 -3.088 -3.738 0.377
H -5.373 -3.068 -1.265 0.374
H -3.772 -1.834 0.120 0.464
H -1.641 -0.658 -3.380 0.291
H -3.285 -1.824 -4.780 0.391
H -1.563 0.615 -1.109 0.692
H 0.820 -0.908 2.378 -0.065
H 2.009 -2.989 2.820 0.370
H 1.139 -5.139 1.980 0.389
H -0.964 -5.139 0.623 0.444
H -2.106 -3.098 0.116 0.357
C 0.745 1.985 2.924 -1.355
C -0.602 1.345 2.563 3.113
C -0.961 0.372 3.702 -2.182
C -0.509 0.723 1.141 0.642
C -1.707 2.408 2.476 -0.441
C -1.447 3.695 1.998 -0.178
C -2.455 4.638 1.846 -0.881
C -3.768 4.320 2.167 -0.444
C -4.048 3.048 2.640 -0.911
C -3.033 2.111 2.795 -0.389
H 1.498 1.198 2.987 0.194
H 0.699 2.515 3.883 0.421
H 1.084 2.683 2.155 0.111
H -0.108 -0.239 3.983 0.467
H -1.764 -0.308 3.417 0.354
H -1.271 0.931 4.590 0.489
H -0.735 1.544 0.459 0.058
H -0.437 3.974 1.728 0.171
H -2.209 5.626 1.473 0.387
H -4.559 5.051 2.046 0.385
H -5.067 2.774 2.889 0.381
H -3.291 1.124 3.153 0.317
C 1.968 2.966 -3.282 -1.968
C 2.055 3.027 -1.759 1.850
C 3.352 3.715 -1.345 -1.825
C 0.865 3.812 -1.190 -1.416
N 2.155 1.661 -1.231 -0.533
N 1.049 0.812 -1.522 -0.359
H 2.058 3.968 -3.706 0.492
H 1.013 2.551 -3.611 0.267
H 2.774 2.342 -3.676 0.409
H 3.368 4.752 -1.689 0.423
H 4.209 3.183 -1.764 0.411
H 3.450 3.716 -0.256 0.351
H 0.769 4.783 -1.683 0.547
H 1.005 3.983 -0.120 0.227
H -0.084 3.285 -1.319 0.326
H 2.209 1.667 -0.216 -0.161
H 1.215 0.377 -2.423 0.390
H 0.183 1.340 -1.591 0.302
```


No. 2
Density functional theory data (ωB97M-V/def2-TZVPD) for a molecular structure, C37H41N5O3PbSSb.

Output
HOMO-LUMO gap   8.13 eV
HOMO   -10.7 eV
2S+1   1
M   964.8 Da
ΔE to the lowest compared entry with this formula, charge and spin   1.77 kcal per mole
Total charge   +1

```
89
Properties=species:S:1:pos:R:3:mulliken_charge:R:1
Pb -0.107 0.276 -0.277 1.567
C 0.364 -2.550 3.261 -1.391
C 1.331 -1.899 2.308 0.726
C 1.637 -0.547 2.402 -0.417
C 2.527 0.051 1.513 0.006
C 3.121 -0.697 0.508 -0.107
C 2.817 -2.052 0.398 -0.655
C 1.936 -2.642 1.291 -0.438
H -0.418 -3.089 2.724 0.256
H -0.113 -1.809 3.903 0.187
H 0.872 -3.271 3.903 0.418
H 1.163 0.062 3.165 0.240
H 2.730 1.110 1.592 -0.161
H 3.806 -0.228 -0.187 0.422
H 3.281 -2.650 -0.377 0.457
H 1.725 -3.704 1.215 0.569
N -4.791 0.820 -0.200 0.164
C -3.546 1.297 -0.178 -0.831
N -2.702 0.286 -0.127 0.452
C -3.508 -0.807 -0.144 -0.024
N -4.789 -0.532 -0.181 -0.696
C -2.956 -2.171 -0.158 0.085
C -3.755 -3.297 0.012 -0.361
N -3.242 -4.519 -0.036 -0.570
C -1.931 -4.612 -0.250 -0.492
C -1.133 -3.488 -0.409 -0.627
N -1.645 -2.263 -0.364 0.414
H -5.663 1.323 -0.252 0.212
H -3.279 2.340 -0.236 0.519
H -4.819 -3.199 0.187 0.486
H -1.507 -5.607 -0.297 0.413
H -0.064 -3.572 -0.570 0.564
O 1.201 2.025 -1.624 -1.017
C 0.122 2.618 -1.839 1.394
O -0.992 2.127 -1.450 -0.830
C 0.133 3.926 -2.556 0.296
C -1.024 4.690 -2.660 -0.258
C -0.990 5.915 -3.308 -0.860
C 0.200 6.374 -3.860 -0.634
C 1.355 5.608 -3.764 -0.734
C 1.323 4.387 -3.109 -0.601
H -1.944 4.313 -2.231 0.404
H -1.889 6.512 -3.388 0.462
H 0.226 7.329 -4.368 0.435
H 2.279 5.964 -4.202 0.511
H 2.214 3.781 -3.009 0.868
O 0.003 2.180 1.471 -0.701
S -0.451 3.623 1.378 0.907
C 0.900 4.620 2.027 -1.464
C 2.088 4.494 1.118 0.250
C 2.108 5.132 -0.118 -0.275
C 3.201 4.991 -0.959 -0.661
C 4.280 4.208 -0.572 -0.754
C 4.265 3.569 0.661 -0.598
C 3.171 3.713 1.502 -0.296
C -1.647 3.841 2.733 -1.342
C -1.165 3.324 4.055 0.302
C -0.723 4.202 5.040 -0.329
C -0.237 3.721 6.248 -0.601
C -0.188 2.354 6.479 -0.526
C -0.636 1.472 5.504 -0.679
C -1.122 1.954 4.299 0.161
H 1.110 4.266 3.037 0.512
H 0.513 5.641 2.063 0.620
H 1.264 5.739 -0.430 0.413
H 3.210 5.497 -1.915 0.695
H 5.136 4.104 -1.226 0.442
H 5.108 2.965 0.971 0.451
H 3.162 3.227 2.471 0.494
H -2.532 3.304 2.387 0.405
H -1.875 4.908 2.752 0.564
H -0.767 5.272 4.866 0.383
H 0.098 4.413 7.008 0.399
H 0.189 1.976 7.420 0.417
H -0.613 0.406 5.689 0.368
H -1.474 1.265 3.540 0.304
C -0.451 -2.198 -4.353 -1.327
Sb 0.450 -0.585 -3.280 0.757
C 0.405 0.867 -4.833 -1.367
C 2.486 -1.165 -3.529 -1.326
H 0.133 -2.412 -5.248 0.403
H -1.463 -1.916 -4.641 0.388
H -0.500 -3.091 -3.731 0.349
H 0.454 0.348 -5.789 0.526
H 1.274 1.513 -4.713 0.371
H -0.498 1.473 -4.785 0.371
H 2.718 -1.166 -4.593 0.466
H 2.654 -2.160 -3.120 0.361
H 3.128 -0.450 -3.016 0.341
```


No. 3
Density functional theory data (ωB97M-V/def2-TZVPD) for a molecular structure, C37H42Br4N4O3Si2Y in a non-equilibrium geometry.

Output
HOMO-LUMO gap   7.00 eV
HOMO   -4.6 eV
2S+1   1
M   1055.5 Da
ΔE to the lowest compared entry with this formula, charge and spin   7.96 kcal per mole
Total charge   -1

```
93
Properties=species:S:1:pos:R:3:mulliken_charge:R:1
Y -0.006 -0.422 1.498 0.421
N -1.699 -2.387 2.180 -0.160
C -1.529 -3.847 2.198 -0.944
C -1.781 -4.501 0.836 -0.410
C -0.542 -4.795 -0.013 -1.040
C 0.060 -3.610 -0.745 -0.455
N 0.646 -2.620 0.168 -0.093
H -1.575 -2.035 3.127 0.318
H -2.651 -2.162 1.913 0.127
H -2.196 -4.292 2.937 0.553
H -0.510 -4.056 2.529 0.342
H -2.470 -3.868 0.263 0.202
H -2.301 -5.446 1.007 0.306
H -0.805 -5.541 -0.769 0.456
H 0.229 -5.253 0.618 0.344
H -0.716 -3.116 -1.336 0.088
H 0.805 -3.984 -1.454 0.467
H 1.035 -1.874 -0.400 -0.111
H 1.435 -3.022 0.663 0.127
C 1.590 2.267 3.928 -0.984
C 0.323 2.671 3.230 0.439
C -0.269 3.906 3.419 -0.952
C -1.426 4.199 2.688 -0.722
C -1.985 3.264 1.853 -0.682
C -1.378 1.984 1.749 1.002
N -0.189 1.773 2.385 0.602
N -1.853 0.903 1.089 0.309
Si -3.256 0.892 0.100 -0.213
C -3.069 1.926 -1.439 -0.397
C -3.577 -0.903 -0.367 -0.478
C -4.797 1.465 1.019 -1.314
H 1.801 2.928 4.767 0.477
H 2.434 2.298 3.234 0.196
H 1.500 1.241 4.289 -0.048
H 0.163 4.619 4.109 0.424
H -1.892 5.175 2.786 0.410
H -2.888 3.478 1.295 0.301
H -2.272 1.536 -2.076 -0.090
H -2.793 2.956 -1.178 0.114
H -3.996 1.955 -2.023 0.530
H -2.643 -1.471 -0.442 -0.591
H -4.089 -0.969 -1.337 0.509
H -4.217 -1.390 0.378 0.428
H -4.960 2.546 0.937 0.329
H -4.709 1.219 2.083 0.330
H -5.690 0.964 0.623 0.395
Br 2.489 -3.424 7.526 -0.215
C 2.356 -2.701 5.781 0.128
C 3.392 -2.848 4.872 0.205
Br 4.953 -3.815 5.329 -0.196
C 3.269 -2.275 3.595 0.056
Br 4.626 -2.455 2.284 -0.189
C 2.149 -1.541 3.203 0.036
O 2.036 -0.965 2.027 -0.515
C 1.048 -1.445 4.123 0.539
O -0.048 -0.848 3.719 -1.043
C 1.196 -2.007 5.393 -0.080
Br -0.293 -1.821 6.550 -0.191
O 0.644 0.103 -0.549 1.639
Si 0.982 0.725 -1.975 -1.976
C 0.224 -0.280 -3.392 0.255
C -0.927 -1.046 -3.180 -0.007
C -1.543 -1.742 -4.215 -0.718
C -1.013 -1.686 -5.498 -0.576
C 0.135 -0.938 -5.735 -0.777
C 0.747 -0.249 -4.692 -0.339
C 2.828 0.783 -2.352 0.572
C 3.528 -0.394 -2.644 -0.031
C 4.887 -0.378 -2.931 -0.746
C 5.581 0.829 -2.935 -0.475
C 4.909 2.009 -2.645 -0.749
C 3.547 1.983 -2.357 -0.417
C 0.321 2.485 -2.114 0.258
C 0.161 3.240 -0.945 0.062
C -0.372 4.524 -0.978 -0.654
C -0.760 5.080 -2.190 -0.517
C -0.608 4.349 -3.365 -0.699
C -0.072 3.066 -3.324 -0.070
H -1.347 -1.095 -2.181 0.439
H -2.435 -2.329 -4.020 0.435
H -1.489 -2.226 -6.309 0.364
H 0.558 -0.896 -6.734 0.415
H 1.653 0.318 -4.891 0.437
H 2.999 -1.344 -2.650 0.383
H 5.408 -1.303 -3.150 0.404
H 6.641 0.846 -3.163 0.369
H 5.447 2.951 -2.641 0.391
H 3.032 2.913 -2.135 0.349
H 0.439 2.806 0.010 0.138
H -0.490 5.082 -0.056 0.388
H -1.189 6.075 -2.221 0.371
H -0.918 4.776 -4.313 0.359
H 0.024 2.507 -4.249 0.321
```


No. 4
Density functional theory data (ωB97M-V/def2-TZVPD) for 2 unconnected molecules or ions with the total composition C37H42ClN3O2 in a non-equilibrium geometry.

Output
HOMO-LUMO gap   1.70 eV
HOMO   -4.6 eV
2S+1   1
M   596.2 Da
ΔE to the lowest compared entry with this formula, charge and spin   5.65 kcal per mole

```
85
Properties=species:S:1:pos:R:3:mulliken_charge:R:1
C -3.235 3.783 2.528 -1.140
C -1.761 4.054 2.465 -0.195
O -1.051 2.859 2.828 -0.326
C 0.289 3.139 2.866 0.514
C 1.134 1.980 3.005 -1.255
C 2.526 2.069 3.054 1.236
C 3.219 3.329 3.109 -0.949
C 4.606 3.389 3.078 0.321
Cl 5.386 4.909 3.216 -0.266
C 5.371 2.217 2.934 -0.578
C 4.719 0.973 2.913 -0.511
C 3.341 0.891 3.014 -0.486
O 0.660 4.318 2.760 -0.765
H -3.749 4.650 2.114 0.395
H -3.524 2.903 1.950 0.206
H -3.566 3.670 3.562 0.295
H -1.472 4.342 1.446 0.289
H -1.508 4.870 3.149 0.295
H 0.646 1.017 3.069 0.379
H 2.643 4.245 3.142 0.576
H 6.448 2.297 2.854 0.380
H 5.306 0.060 2.821 0.359
H 2.818 -0.068 3.038 0.248
C 5.155 3.052 -4.785 -1.162
N 5.191 1.644 -4.449 0.105
C 6.287 0.912 -5.049 -1.082
C 4.197 1.039 -3.718 0.387
C 4.513 0.043 -2.751 -0.494
C 3.506 -0.543 -2.015 -0.818
C 2.140 -0.205 -2.217 0.534
C 1.122 -0.847 -1.440 0.346
C -0.238 -0.621 -1.579 -0.799
C -1.258 -1.223 -0.806 0.416
C -2.658 -1.014 -1.177 -0.271
C -3.049 -0.944 -2.533 -0.889
C -4.368 -0.715 -2.878 -0.359
C -5.344 -0.524 -1.871 -0.018
N -6.676 -0.284 -2.218 0.281
C -7.706 -1.294 -2.096 -1.031
C -7.156 1.024 -2.610 -1.014
C -4.960 -0.582 -0.511 -0.357
C -3.643 -0.831 -0.177 -0.549
C -0.953 -2.060 0.354 0.149
C 0.043 -1.714 1.290 -1.064
C 0.330 -2.540 2.365 -0.047
C -0.365 -3.760 2.533 -0.272
N -0.072 -4.601 3.613 0.383
C -0.858 -4.601 4.830 -1.028
C 1.000 -5.573 3.575 -1.034
C -1.370 -4.114 1.605 -0.494
C -1.664 -3.270 0.552 -0.474
C 1.837 0.786 -3.190 -0.877
C 2.841 1.411 -3.907 -0.430
H 4.421 3.567 -4.156 0.404
H 6.149 3.495 -4.616 0.343
H 4.898 3.211 -5.845 0.349
H 6.180 -0.160 -4.854 0.378
H 6.302 1.078 -6.140 0.325
H 7.255 1.261 -4.658 0.331
H 5.559 -0.208 -2.565 0.468
H 3.746 -1.284 -1.252 0.375
H 1.455 -1.607 -0.732 0.559
H -0.580 0.048 -2.375 0.480
H -2.300 -1.110 -3.309 0.513
H -4.680 -0.695 -3.924 0.443
H -7.258 -2.244 -1.780 0.296
H -8.472 -0.988 -1.366 0.330
H -8.212 -1.438 -3.064 0.319
H -6.323 1.736 -2.627 0.302
H -7.621 0.983 -3.608 0.321
H -7.924 1.381 -1.904 0.319
H -5.714 -0.415 0.261 0.456
H -3.347 -0.849 0.874 0.579
H 0.580 -0.771 1.172 0.918
H 1.093 -2.264 3.098 0.488
H -1.659 -3.857 4.748 0.291
H -1.300 -5.594 5.011 0.331
H -0.226 -4.355 5.699 0.315
H 1.502 -5.527 2.601 0.289
H 1.736 -5.375 4.371 0.320
H 0.607 -6.591 3.732 0.324
H -1.900 -5.060 1.735 0.449
H -2.436 -3.558 -0.163 0.500
H 0.802 1.071 -3.367 0.343
H 2.596 2.172 -4.651 0.481
```


No. 5
Density functional theory data (ωB97M-V/def2-TZVPD) for a molecular structure, C37H42FN3OP2S6SiTi in a non-equilibrium geometry.

Output
HOMO-LUMO gap   4.66 eV
HOMO   -1.0 eV
2S+1   1
M   894.1 Da
ΔE to the lowest compared entry with this formula, charge and spin   0.00 kcal per mole
Total charge   -2

```
94
Properties=species:S:1:pos:R:3:mulliken_charge:R:1
Ti -3.036 0.262 -1.138 0.155
C -0.734 3.096 0.494 -0.358
Si -2.350 2.701 1.365 -0.375
C -3.040 4.412 1.804 -1.144
C -1.884 1.866 3.002 -0.815
N -3.457 1.789 0.409 0.670
C -4.801 1.932 0.658 0.489
C -5.371 2.195 1.918 -0.146
C -6.737 2.357 2.112 -0.931
C -7.623 2.250 1.052 -0.464
C -7.108 1.970 -0.212 -0.817
C -5.753 1.822 -0.378 0.422
F -5.303 1.550 -1.634 -0.245
H 0.004 3.366 1.260 0.391
H -0.866 3.932 -0.195 0.457
H -0.349 2.260 -0.086 -0.432
H -2.239 5.002 2.263 0.360
H -3.890 4.404 2.487 0.353
H -3.351 4.922 0.888 0.241
H -1.321 2.567 3.630 0.297
H -1.249 0.994 2.824 0.156
H -2.753 1.522 3.567 0.397
H -4.714 2.248 2.775 0.248
H -7.108 2.553 3.113 0.358
H -8.690 2.365 1.198 0.334
H -7.745 1.858 -1.081 0.418
S -2.213 2.374 -2.379 -0.304
S -1.472 1.663 -4.169 -0.082
S -3.080 0.593 -4.874 -0.194
S -3.327 -0.825 -3.383 -0.358
C 5.482 -2.255 2.093 -0.631
S 4.758 -3.437 0.941 -0.131
C 4.587 -2.370 -0.515 -1.209
C 3.519 -1.292 -0.392 0.830
C 2.114 -1.858 -0.582 -1.304
N 1.038 -0.873 -0.500 0.874
P 0.441 -0.223 0.947 0.185
C 0.298 -1.663 2.083 0.842
C -0.984 -2.009 2.502 -0.819
C -1.184 -3.095 3.346 -0.833
C -0.106 -3.851 3.777 -0.710
C 1.182 -3.515 3.370 -0.618
C 1.377 -2.425 2.537 -0.267
C 1.921 0.609 1.682 0.512
C 2.297 0.525 3.019 -0.665
C 3.326 1.315 3.524 -0.776
C 3.992 2.210 2.702 -0.589
C 3.608 2.325 1.369 -0.737
C 2.580 1.543 0.874 -0.275
P 0.175 -0.304 -1.901 1.361
C 1.608 0.459 -2.806 0.794
C 1.668 1.852 -2.745 -0.704
C 2.747 2.543 -3.279 -0.681
C 3.783 1.850 -3.892 -0.652
C 3.725 0.466 -3.981 -0.544
C 2.644 -0.222 -3.444 -0.537
C -0.044 -1.856 -2.840 0.523
C -0.039 -1.853 -4.233 -0.530
C -0.365 -3.000 -4.941 -0.706
C -0.711 -4.161 -4.265 -0.584
C -0.736 -4.167 -2.876 -0.760
C -0.408 -3.022 -2.168 -0.253
H 5.692 -2.795 3.016 0.347
H 4.807 -1.430 2.322 0.034
H 6.418 -1.853 1.702 0.300
H 4.358 -3.050 -1.340 0.404
H 5.565 -1.930 -0.720 0.472
H 3.697 -0.524 -1.149 -0.076
H 3.614 -0.792 0.574 -0.494
H 1.934 -2.662 0.140 0.298
H 2.064 -2.332 -1.565 0.659
H -1.836 -1.446 2.136 0.339
H -2.192 -3.352 3.648 0.452
H -0.264 -4.705 4.426 0.346
H 2.032 -4.105 3.696 0.429
H 2.387 -2.168 2.236 0.214
H 1.789 -0.165 3.682 0.507
H 3.603 1.226 4.569 0.407
H 4.793 2.823 3.097 0.382
H 4.106 3.031 0.714 0.442
H 2.290 1.641 -0.166 0.262
H 0.843 2.392 -2.287 0.119
H 2.770 3.625 -3.225 0.472
H 4.626 2.387 -4.311 0.358
H 4.524 -0.081 -4.470 0.408
H 2.603 -1.302 -3.530 0.364
H 0.174 -0.935 -4.767 0.420
H -0.382 -2.973 -6.024 0.377
H -0.983 -5.052 -4.818 0.342
H -1.037 -5.059 -2.340 0.412
H -0.476 -3.010 -1.086 0.238
O -4.563 -0.724 -0.556 -0.427
S -3.543 -1.860 0.092 -0.109
N -2.143 -1.065 -0.392 -0.187
```